[1]
DFT (wB97M-V/def2-TZVPD) results for one molecule with the formula C21H24FNO4.

XYZ file:
```
51
Properties=species:S:1:pos:R:3:forces:R:3:nbo_charge:R:1
C -3.40197 -2.59745 -0.37465 0.1 -0.1 -0.1 -0.599
H -4.13598 -1.82113 -0.57626 -0.1 0.1 0.0 0.224
H -3.88078 -3.56760 -0.48857 -0.1 -0.1 0.0 0.212
C -2.23217 -2.46850 -1.35016 -0.1 0.1 0.0 -0.492
C -1.59198 -1.09796 -1.23075 -0.1 -0.4 -0.3 0.703
O -1.89443 -0.19912 -1.99594 -0.2 0.1 -0.3 -0.640
N -0.70327 -0.89815 -0.22702 0.3 0.3 0.2 -0.447
C -0.17228 -1.87925 0.68826 0.3 -0.4 0.0 -0.206
H -0.77896 -2.78172 0.68888 0.0 0.1 0.0 0.217
C 1.27142 -2.19905 0.29876 -0.2 0.0 0.1 -0.428
C 2.06832 -0.93430 0.12833 -0.2 0.2 0.0 -0.044
C 1.43900 0.27635 -0.10064 0.1 -0.2 0.0 0.037
C 2.20437 1.42774 -0.28719 0.2 0.1 0.0 -0.307
C 3.58414 1.38660 -0.24896 0.1 0.0 0.0 0.274
C 4.22898 0.15001 -0.01230 0.1 0.1 0.0 0.274
C 3.46138 -0.98384 0.16751 0.2 0.2 0.0 -0.280
H 3.93193 -1.93852 0.34295 0.1 -0.1 0.0 0.216
O 5.58835 0.19277 0.01601 -0.3 0.3 -0.1 -0.480
C 6.28978 -1.00552 0.23231 0.1 -0.2 0.0 -0.250
H 6.05151 -1.44267 1.20796 0.0 0.0 0.0 0.174
H 6.08623 -1.74028 -0.55392 0.0 0.0 0.0 0.175
H 7.34439 -0.73620 0.20779 -0.1 -0.1 0.0 0.202
O 4.40833 2.45461 -0.42314 0.1 -0.4 0.1 -0.479
C 3.83006 3.70784 -0.68858 -0.1 0.2 0.0 -0.251
H 4.66517 4.39650 -0.80568 -0.1 0.0 0.0 0.202
H 3.24139 3.69316 -1.61178 0.0 0.0 0.0 0.176
H 3.19781 4.04459 0.14006 0.0 0.0 0.0 0.174
H 1.69231 2.35808 -0.47279 0.0 0.2 -0.1 0.216
C -0.06401 0.39646 -0.11753 -0.2 0.3 0.0 -0.129
H -0.38375 0.96132 -0.99966 0.1 -0.1 0.2 0.258
C -0.53355 1.13313 1.17652 0.2 0.0 0.0 -0.073
O -1.76603 0.67289 1.67011 -0.1 0.0 0.1 -0.517
C -2.92372 0.95204 1.00210 -0.3 0.0 0.0 0.357
C -3.04122 1.79757 -0.09435 0.2 -0.1 0.3 -0.283
C -4.27774 2.00345 -0.68051 -0.4 -0.1 0.1 -0.244
C -5.38808 1.36874 -0.16243 0.1 0.0 0.0 0.363
C -5.29819 0.53336 0.93712 -0.1 0.1 -0.2 -0.270
C -4.06284 0.32902 1.51457 0.3 0.1 -0.1 -0.264
H -3.95412 -0.31580 2.37218 0.0 -0.1 0.1 0.224
H -6.18262 0.05254 1.32393 -0.1 0.0 0.0 0.229
F -6.59629 1.56994 -0.73735 0.1 0.0 0.0 -0.330
H -4.37770 2.64536 -1.54061 0.0 0.1 -0.1 0.230
H -2.18372 2.29452 -0.51488 0.1 0.0 -0.1 0.222
H 0.17421 0.93137 1.98643 -0.1 0.1 -0.1 0.199
H -0.55116 2.21502 1.00273 0.0 0.0 0.0 0.183
H 1.73091 -2.83690 1.05619 0.0 0.0 0.0 0.215
H 1.27565 -2.74907 -0.64818 0.0 -0.1 0.0 0.212
H -0.19933 -1.45362 1.69616 -0.1 -0.1 0.0 0.203
H -2.61243 -2.54252 -2.37015 0.1 0.0 0.1 0.237
H -1.50483 -3.26644 -1.19902 0.0 0.0 0.0 0.204
H -3.07247 -2.48938 0.65619 0.0 0.0 0.1 0.201
```
Positions in Å, forces in eV/Å.

**Highest occupied orbital energy**: -8.034 eV
**SMILES**: CCC(=O)N1CCc2cc(OC)c(OC)cc2[C@@H]1COc1ccc(F)cc1
**Orbital gap**: 8.7 eV

[2]
DFT (wB97M-V/def2-TZVPD) results for C2HBr2N2 as an isolated structure.

XYZ file:
```
7
Properties=species:S:1:pos:R:3:forces:R:3:nbo_charge:R:1
C 1.05999 -0.14692 0.09175 -2.1 -2.3 0.1 0.152
C -1.06128 -0.58545 -0.16253 0.9 -0.2 -0.9 -0.323
N 1.04620 2.17729 -0.06343 -0.3 4.1 -0.5 0.207
N 1.12726 1.06483 -0.04932 1.3 -1.8 0.7 -0.088
Br -1.59662 -2.30142 -0.10427 -0.1 0.0 0.4 0.387
Br -2.19866 0.80003 -0.10538 -0.1 0.1 0.3 0.384
H 1.62312 -1.00837 0.39318 0.5 0.1 -0.1 0.279
```
Positions in Å, forces in eV/Å.

**Highest occupied orbital energy (alpha / beta)**: -12.953 / -15.197 eV
**2S+1**: 3
**Total charge**: +1
**Orbital gap (alpha / beta)**: 6.3 / 7.9 eV

[3]
DFT (wB97M-V/def2-TZVPD) results for C42H37BiClI2N10O3 as an isolated structure.

XYZ file:
```
96
Properties=species:S:1:pos:R:3:forces:R:3:mulliken_charge:R:1
Bi 1.02078 -0.81231 0.17026 -0.1 0.0 -0.1 1.404
C -1.58896 -2.50221 -3.08203 0.1 -0.1 0.0 -1.255
N -2.15067 -2.14825 -1.78471 -0.1 0.0 0.0 -0.024
C -2.86673 -0.87936 -1.75744 0.0 0.0 0.0 -1.403
C -1.95529 0.26753 -2.07061 0.1 0.0 0.0 -0.886
N -0.80637 0.52016 -1.49564 0.0 0.0 0.1 1.181
C -0.30776 1.63948 -2.15760 0.0 0.1 0.0 1.965
C 0.88448 2.34284 -1.98434 0.0 0.0 0.0 -1.354
C 1.12058 3.42277 -2.80908 0.0 0.0 0.0 -1.043
C 0.20106 3.80980 -3.79791 0.0 0.0 0.0 -0.937
C -0.98019 3.12210 -3.98736 0.0 0.0 0.0 -1.179
C -1.21128 2.03668 -3.14843 0.0 0.0 0.0 0.118
N -2.24673 1.12516 -3.08410 0.0 0.0 0.0 0.746
C -0.28530 -1.80648 -3.33716 0.0 0.0 -0.1 0.101
N 0.81444 -1.99776 -2.65835 0.0 0.1 0.1 -0.009
C 1.73981 -1.11617 -3.20874 0.0 0.0 -0.1 0.488
C 3.06804 -0.87352 -2.85840 0.0 0.0 0.0 -0.505
C 3.74968 0.09925 -3.56223 0.0 0.0 0.0 -0.739
C 3.13695 0.81861 -4.60088 0.0 0.0 0.0 -0.608
C 1.82885 0.58003 -4.97129 0.0 0.0 0.0 -0.925
C 1.15048 -0.39786 -4.25375 0.0 0.0 0.0 0.309
N -0.14191 -0.88068 -4.32365 0.0 0.0 0.0 0.123
H -2.27369 -2.30874 -3.92131 0.0 0.0 0.0 0.278
H -1.38881 -3.57431 -3.06278 0.0 0.0 -0.1 0.511
H -2.77500 -2.88459 -1.48112 0.0 0.0 0.0 0.347
H -3.28263 -0.74664 -0.75463 0.0 0.0 0.0 -0.072
H -3.70618 -0.84353 -2.46714 0.0 0.0 0.0 0.369
H 1.60444 2.04985 -1.23371 0.0 0.0 0.0 0.245
H 2.04018 3.98260 -2.70164 0.0 0.0 0.0 0.434
H 0.42886 4.65990 -4.42705 0.0 0.0 0.0 0.468
H -1.69048 3.41311 -4.75040 0.0 0.0 0.0 0.551
H -3.18718 1.26584 -3.44849 0.0 0.0 0.0 0.619
H 3.54688 -1.44047 -2.06925 0.0 0.0 0.0 0.545
H 4.78240 0.30930 -3.31791 0.0 0.0 0.0 0.450
H 3.70684 1.57244 -5.12708 0.0 0.0 0.0 0.416
H 1.35771 1.13523 -5.77142 0.0 0.0 0.0 0.451
H -0.87299 -0.55970 -4.93549 0.0 0.0 0.0 0.330
I 3.27784 -0.67304 4.94128 0.0 0.0 0.0 0.039
C 3.18330 -2.32189 3.67907 0.0 0.0 0.0 -0.095
C 3.66525 -3.57060 4.11698 0.0 0.0 0.0 -0.246
C 3.62410 -4.66880 3.30485 0.0 0.0 0.0 -0.271
I 4.36833 -6.47831 4.02509 0.0 0.0 0.0 0.098
C 3.08076 -4.56267 1.99634 0.0 0.0 0.0 0.868
C 2.98814 -5.62348 1.06764 0.0 0.0 0.0 -0.697
C 2.44581 -5.40851 -0.16731 0.0 0.0 0.0 -1.097
C 1.96972 -4.12870 -0.49547 0.0 0.0 0.0 -0.163
N 2.03880 -3.12070 0.34357 0.0 0.0 0.1 0.256
C 2.59286 -3.30846 1.57413 0.0 0.0 0.0 -0.004
C 2.65586 -2.15314 2.41684 0.0 0.0 0.0 -0.304
O 2.23140 -0.99023 1.98042 0.0 0.0 0.0 -0.285
H 4.07581 -3.64887 5.11421 0.0 0.0 0.0 0.372
H 3.35453 -6.60242 1.34560 0.0 0.0 0.0 0.210
H 2.37226 -6.20598 -0.89242 0.0 0.0 0.0 0.465
H 1.52392 -3.91308 -1.45826 0.0 0.0 0.0 0.350
O -5.65827 0.97315 1.17531 0.0 0.0 0.0 -0.360
C -6.25833 1.95107 0.34902 0.0 0.0 0.0 -0.725
N -6.08412 1.68002 -1.05417 0.0 0.0 0.0 -0.017
C -5.07188 2.09607 -1.85196 -0.1 0.1 0.0 -0.111
O -5.03658 1.77105 -3.03585 0.1 0.0 0.0 -0.781
C -4.00143 2.97138 -1.28141 0.0 0.0 0.0 0.711
C -3.65322 4.13326 -1.96234 0.0 0.0 0.0 -0.642
C -2.58555 4.87828 -1.49974 0.0 0.0 0.0 -0.621
C -1.87917 4.40871 -0.40025 0.0 0.0 0.0 -0.615
N -2.19322 3.29390 0.25229 0.0 0.0 0.1 -0.158
C -3.24511 2.60263 -0.17364 0.0 0.0 0.0 0.326
H -6.28591 0.26475 1.35075 0.0 0.0 0.0 0.293
H -5.78217 2.89915 0.58615 0.0 0.0 0.0 0.421
H -7.32573 2.03187 0.55458 0.0 0.0 0.0 0.475
H -6.74517 1.07504 -1.52086 0.0 0.0 0.0 0.302
H -4.21229 4.43338 -2.83978 0.0 0.0 0.0 0.513
H -2.28651 5.79331 -1.99099 0.0 0.0 0.0 0.461
H -1.01661 4.95117 -0.02979 0.0 0.0 0.0 0.422
H -3.48551 1.70321 0.38312 0.0 0.0 0.0 0.148
N 2.05855 2.81690 2.46824 0.0 0.0 0.0 -0.009
C 0.76761 2.91072 2.93704 0.0 0.0 0.0 -1.276
C 0.05194 1.99125 2.24198 0.0 0.1 0.0 -0.568
N 0.88410 1.34797 1.35312 0.2 -0.2 0.1 0.610
C 2.08465 1.86334 1.53078 0.1 0.0 -0.1 -0.758
H 2.85485 3.33666 2.79520 0.0 0.0 0.0 0.239
H 0.48335 3.60138 3.70969 0.0 0.0 0.0 0.509
H -0.99619 1.77491 2.31592 0.0 0.0 -0.1 0.751
H 2.98755 1.55467 1.02910 0.0 0.0 0.0 0.477
Cl -2.95652 1.40939 5.83181 0.0 0.0 0.0 -0.237
C -2.31304 0.46553 4.52276 0.0 0.0 0.0 0.450
C -3.00930 0.39056 3.32791 0.0 0.0 0.0 -1.050
C -2.47585 -0.35082 2.28363 0.0 0.0 0.0 0.349
C -1.25919 -1.01767 2.41134 0.0 0.0 0.0 0.162
C -0.68700 -1.80003 1.28164 0.0 0.0 0.0 -1.679
C -0.59551 -0.94291 3.63599 0.0 0.0 0.0 -0.036
C -1.11122 -0.20501 4.68760 0.0 0.0 0.0 -1.058
H -3.95353 0.90368 3.20962 0.0 0.0 0.0 0.557
H -3.03018 -0.41520 1.35431 0.0 0.0 0.0 0.226
H -1.41796 -2.05093 0.51665 0.0 0.0 0.0 0.580
H -0.22132 -2.72006 1.63561 0.0 0.0 0.0 0.821
H 0.34749 -1.45866 3.76822 0.0 0.0 0.0 0.415
H -0.58302 -0.14770 5.62952 0.0 0.0 0.0 0.481
```
Positions in Å, forces in eV/Å.

**Highest occupied orbital energy**: -9.758 eV
**Total charge**: +1
**Orbital gap**: 7.6 eV

[4]
DFT (wB97M-V/def2-TZVPD) results for a 2-piece molecular cluster, C6H13OPS2 overall.

XYZ file:
```
23
Properties=species:S:1:pos:R:3:forces:R:3:nbo_charge:R:1
C -3.44983 -0.30119 -1.84252 -0.7 -0.1 0.1 -0.498
C -2.22810 -0.17706 -2.22862 1.7 0.1 1.5 -0.109
C 0.76210 2.60970 -1.50384 0.0 -0.3 0.2 -0.636
C 1.64382 -1.79444 2.39678 0.0 0.0 0.1 -0.626
C 1.48213 1.77781 -0.45666 0.1 0.8 0.0 -0.068
C 0.30483 -2.35760 1.96591 0.1 0.3 -0.3 -0.501
O 1.08367 0.42484 -0.51217 -0.7 -0.9 -0.2 -0.822
P -0.37875 -0.07690 0.01477 0.0 -0.1 -0.3 1.078
S -0.85460 0.81485 1.69178 -0.3 -0.3 -0.6 -0.549
S 0.01792 -2.15333 0.16446 -0.4 0.2 0.0 -0.053
H -4.27191 -0.40672 -2.54750 0.0 0.0 -0.2 0.220
H -3.73780 -0.31044 -0.80247 0.0 0.0 0.2 0.232
H -1.63404 -0.13695 -3.11275 0.1 0.0 -0.4 0.194
H 0.88128 2.15107 -2.48171 0.0 0.0 -0.1 0.210
H -0.29984 2.65727 -1.26479 -0.1 0.1 0.0 0.216
H 1.16971 3.61500 -1.52734 0.0 0.2 0.0 0.218
H 1.84773 -2.08261 3.42734 0.1 0.0 0.1 0.212
H 2.44249 -2.17086 1.76081 0.1 0.0 0.0 0.212
H 1.63300 -0.70626 2.34081 0.0 0.0 0.0 0.221
H 1.28982 2.17550 0.54803 0.1 -0.1 -0.1 0.195
H 2.55970 1.76340 -0.63678 -0.1 0.0 0.0 0.191
H -0.51937 -1.87858 2.49450 0.0 -0.1 0.0 0.237
H 0.25606 -3.43647 2.11196 -0.1 0.0 0.0 0.225
```
Positions in Å, forces in eV/Å.

**Highest occupied orbital energy (alpha / beta)**: -8.460 / -8.115 eV
**Orbital gap (alpha / beta)**: 7.2 / 7.7 eV

[5]
DFT (wB97M-V/def2-TZVPD) results for a 3-piece molecular cluster, C4H15NO2 overall.

XYZ file:
```
22
Properties=species:S:1:pos:R:3:forces:R:3:nbo_charge:R:1
C -1.42146 -0.46878 1.24806 -2.5 -0.5 -0.1 -0.462
N -0.05218 -0.35268 0.67903 -1.4 -0.6 1.9 -0.640
C -0.20837 2.10692 0.24442 -3.0 -1.2 -0.4 -0.626
C 0.55849 0.94459 0.91040 -0.9 1.4 0.1 -0.070
C 1.98951 0.72298 0.57179 2.9 -1.7 2.4 -0.615
H -1.97646 0.40216 1.72706 1.5 -0.5 -0.4 0.196
H -1.61723 -1.33094 1.98972 0.9 1.1 -1.2 0.194
H -2.04905 -0.65571 0.37037 -0.3 -0.2 0.4 0.221
H 0.40812 -1.07787 1.23820 0.7 0.6 -0.4 0.358
H 0.38862 2.93217 -0.01431 1.0 0.9 -0.4 0.215
H -0.98423 2.47619 0.96463 0.8 -0.1 -0.3 0.205
H -0.90258 1.84491 -0.61324 1.3 -0.1 0.5 0.216
H 0.44447 1.31812 1.95661 0.7 -0.9 -0.1 0.165
H 2.74495 1.53657 0.64695 -1.0 -0.1 -0.4 0.225
H 2.20656 0.06926 -0.32377 -0.5 0.9 0.9 0.220
H 2.30612 0.10598 1.56025 -0.2 0.8 -2.4 0.194
H -1.73124 0.60277 -2.50669 -0.3 1.2 -0.1 0.463
H -1.36084 -0.78163 -2.37789 -2.3 1.4 1.8 0.465
O -2.05000 -0.10536 -1.95520 2.6 -2.7 -1.8 -0.923
H 0.51138 -2.03119 -1.08268 0.7 -0.1 0.1 0.480
H 1.91776 -2.17716 -0.57459 1.8 1.1 2.3 0.460
O 1.36874 -2.46953 -1.24003 -2.4 -0.9 -2.4 -0.941
```
Positions in Å, forces in eV/Å.

**Highest occupied orbital energy**: -9.247 eV
**SMILES**: CNC(C)C.O.O
**Orbital gap**: 9.9 eV

[6]
DFT (wB97M-V/def2-TZVPD) results for an isolated ion of composition CH4FN2O and charge +1.

XYZ file:
```
9
Properties=species:S:1:pos:R:3:forces:R:3:nbo_charge:R:1
C -0.15413 0.31377 -0.04621 -1.0 -0.2 -0.2 -0.455
N 0.98392 -0.57418 0.06402 -0.9 1.4 0.7 -0.249
N 2.17298 -0.19538 0.02165 1.2 2.9 -0.2 0.714
O 3.20708 -0.68541 -0.04550 -0.4 -0.3 0.2 -0.072
F 2.15131 1.31705 0.00677 0.2 -2.5 0.0 -0.204
H -0.48246 0.77192 0.88872 1.2 1.1 -0.2 0.280
H 0.04561 0.80453 -0.99542 -0.9 1.0 0.5 0.268
H -1.02110 -0.32603 -0.09444 -0.1 -0.7 -1.0 0.256
H 0.72663 -1.50801 0.13223 0.7 -2.7 0.1 0.461
```
Positions in Å, forces in eV/Å.

**Highest occupied orbital energy**: -18.190 eV
**Total charge**: +1
**SMILES**: CN[N+](=O)F
**Orbital gap**: 11.6 eV